Entry 1:
{"formula": "C2H2Br2S2", "method": "ωB97M-V/def2-TZVPD", "gap_ha": 0.3350, "max_force_ev_per_a": 2.24, "e_homo_ev": -8.993, "symbols": ["S", "C", "Br", "C", "S", "Br", "H", "H"], "xyz": [[-1.969, -0.072, 1.068], [-0.547, 0.489, 0.278], [-0.083, 2.438, 0.278], [0.038, -0.187, -0.708], [1.413, 0.257, -1.736], [-0.371, -2.075, -0.788], [-1.480, -0.018, 2.342], [2.050, -0.971, -1.649]]}


Entry 2:
{"formula": "C2H2Br3N", "method": "ωB97M-V/def2-TZVPD", "gap_ha": 0.3755, "max_force_ev_per_a": 4.17, "e_homo_ev": -10.002, "symbols": ["C", "C", "N", "Br", "Br", "Br", "H", "H"], "xyz": [[-0.520, -0.602, -1.799], [0.307, 0.879, 1.354], [-0.664, -1.588, -2.390], [-0.343, 0.491, 3.145], [1.148, 2.645, 1.313], [1.260, -0.593, 0.759], [-0.567, 1.187, 0.712], [-0.621, -2.419, -3.094]]}


Entry 3:
{"formula": "C2H2BrClO", "method": "ωB97M-V/def2-TZVPD", "gap_ha": 0.3415, "max_force_ev_per_a": 6.72, "e_homo_ev": -8.987, "symbols": ["C", "C", "O", "Cl", "Br", "H", "H"], "xyz": [[0.992, 0.035, -0.636], [-0.909, -0.537, 0.342], [2.000, -0.402, -0.207], [-1.467, -2.106, -0.282], [-2.095, 0.919, 0.027], [0.845, 0.714, -1.360], [-0.632, -0.683, 1.443]]}


Entry 4:
{"formula": "C2H2BrFO", "method": "ωB97M-V/def2-TZVPD", "gap_ha": 0.3679, "max_force_ev_per_a": 5.62, "e_homo_ev": -9.263, "symbols": ["C", "C", "O", "F", "Br", "H", "H"], "xyz": [[0.739, 0.793, -0.189], [-0.466, -0.689, 0.209], [0.282, 1.852, -0.273], [-0.129, -1.674, -0.628], [-2.190, 0.065, 0.064], [1.801, 0.539, -0.296], [-0.039, -0.886, 1.113]]}


Entry 5:
{"formula": "C2H2BrNO2", "method": "ωB97M-V/def2-TZVPD", "gap_ha": [0.3104, 0.2993], "max_force_ev_per_a": 6.01, "e_homo_ev": [-9.679, -10.318], "symbols": ["C", "C", "N", "O", "O", "Br", "H", "H"], "xyz": [[0.143, 0.335, -0.353], [2.246, -0.310, 0.208], [2.588, -1.652, -0.061], [1.732, -2.516, -0.038], [3.813, -1.953, -0.090], [3.574, 0.925, 0.197], [-0.081, 1.124, 0.197], [-0.602, -0.296, -0.677]]}


Entry 6:
{"formula": "C2H2BrNO2", "method": "ωB97M-V/def2-TZVPD", "gap_ha": [0.2525, 0.2525], "max_force_ev_per_a": 4.06, "e_homo_ev": [-10.152, -10.152], "symbols": ["C", "C", "N", "O", "O", "Br", "H", "H"], "xyz": [[-0.052, 0.067, 0.009], [0.639, 1.169, -0.115], [1.010, 2.474, 0.362], [1.748, 2.477, 1.315], [0.407, 3.393, -0.108], [2.261, 1.702, -2.402], [0.071, -0.803, -0.528], [-0.843, 0.278, 0.619]]}


Entry 7:
{"formula": "C2H2Cl2FNO", "method": "ωB97M-V/def2-TZVPD", "gap_ha": 0.4211, "max_force_ev_per_a": 3.58, "e_homo_ev": -10.748, "symbols": ["N", "C", "O", "C", "F", "Cl", "Cl", "H", "H"], "xyz": [[0.894, 1.142, 0.040], [0.647, -0.246, 0.026], [1.419, -1.143, 0.157], [-0.928, -0.569, -0.167], [-1.689, 0.500, -0.372], [-1.028, -1.675, -1.529], [-1.543, -1.289, 1.323], [0.335, 1.832, 0.444], [1.892, 1.449, 0.078]]}


Entry 8:
{"formula": "C2H2Cl2N", "method": "ωB97M-V/def2-TZVPD", "gap_ha": [0.3102, 0.3186], "max_force_ev_per_a": 4.68, "e_homo_ev": [-15.483, -14.938], "charge": 1, "symbols": ["C", "C", "N", "Cl", "Cl", "H", "H"], "xyz": [[-0.808, -0.837, 0.440], [0.975, 0.669, -0.387], [0.099, -0.094, 0.095], [-1.087, -2.171, 1.316], [1.478, 0.484, -2.003], [-2.138, 0.597, 0.314], [1.480, 1.352, 0.226]]}


Entry 9:
{"formula": "C2H2Cl2N2", "method": "ωB97M-V/def2-TZVPD", "gap_ha": [0.2916, 0.2930], "max_force_ev_per_a": 1.75, "e_homo_ev": [-8.162, -8.189], "symbols": ["C", "C", "N", "N", "Cl", "Cl", "H", "H"], "xyz": [[0.123, 1.244, -0.623], [-0.155, -1.295, 0.545], [-0.889, 1.910, -0.668], [0.902, -1.843, 0.760], [1.729, 1.339, -1.082], [-1.788, -1.476, 0.880], [-0.986, 2.837, -1.076], [1.064, -2.715, 1.265]]}


Entry 10:
{"formula": "C2H2Cl2N2", "method": "ωB97M-V/def2-TZVPD", "gap_ha": [0.2822, 0.2682], "max_force_ev_per_a": 2.50, "e_homo_ev": [-8.899, -8.621], "symbols": ["C", "C", "N", "N", "Cl", "Cl", "H", "H"], "xyz": [[0.568, -0.433, -0.208], [1.765, 0.139, -0.122], [-0.204, -1.277, -0.569], [-2.189, 0.354, 0.884], [-2.548, 1.815, -0.013], [-2.124, -0.971, -0.043], [2.226, -0.261, 0.763], [2.506, 0.634, -0.690]]}


Entry 11:
{"formula": "C2H2Cl2N2S3", "method": "ωB97M-V/def2-TZVPD", "gap_ha": [0.2297, 0.2297], "max_force_ev_per_a": 2.77, "e_homo_ev": [-7.795, -7.793], "symbols": ["C", "C", "N", "N", "S", "S", "S", "Cl", "Cl", "H", "H"], "xyz": [[1.763, 2.093, 0.103], [-0.709, -0.726, 0.728], [0.674, 2.356, 0.618], [-0.115, 2.409, 1.564], [-1.032, 0.465, 1.743], [-0.019, -0.760, -0.746], [-0.623, 3.631, 2.440], [2.019, 2.123, -1.547], [-0.509, -5.399, -1.881], [-0.343, -1.958, -1.137], [-1.106, -4.232, -1.886]]}


Entry 12:
{"formula": "C2H2Cl2O2", "method": "ωB97M-V/def2-TZVPD", "gap_ha": 0.3949, "max_force_ev_per_a": 5.37, "e_homo_ev": -10.550, "symbols": ["O", "C", "C", "O", "Cl", "Cl", "H", "H"], "xyz": [[-1.369, 0.068, -0.194], [-0.288, 0.035, -0.725], [1.046, 0.027, 0.210], [0.809, 0.102, 1.571], [2.232, 1.126, -0.238], [1.626, -1.688, -0.254], [0.001, 0.002, -1.702], [0.057, -0.485, 1.746]]}


Please write out number 3 again, unchanged.
{"formula": "C2H2BrClO", "method": "ωB97M-V/def2-TZVPD", "gap_ha": 0.3415, "max_force_ev_per_a": 6.72, "e_homo_ev": -8.987, "symbols": ["C", "C", "O", "Cl", "Br", "H", "H"], "xyz": [[0.992, 0.035, -0.636], [-0.909, -0.537, 0.342], [2.000, -0.402, -0.207], [-1.467, -2.106, -0.282], [-2.095, 0.919, 0.027], [0.845, 0.714, -1.360], [-0.632, -0.683, 1.443]]}